Computed, not measured: a gas-phase ion, C6H9ClN5O (charge +1) in a non-equilibrium geometry, with ωB97M-V with the def2-TZVPD basis set.

```
22
Properties=species:S:1:pos:R:3:forces:R:3
C -2.75625 0.33380 -0.93756 0.19 -0.76 0.82
C 0.99768 -0.37404 0.15232 0.54 1.60 -2.13
C -0.85899 0.82825 0.72259 -1.94 -0.45 -0.80
C -1.39585 0.86476 -0.75292 -0.34 1.34 0.68
C 0.95369 0.33435 -1.33999 -0.95 -2.21 2.09
C 2.23630 -1.66769 1.72941 -2.46 -3.79 0.18
N -3.80093 -0.14338 -0.93477 0.13 0.28 -0.21
N 0.13353 0.03703 1.02076 0.60 -0.10 1.55
N -0.46000 0.16249 -1.62068 -0.06 -0.88 -0.41
N -0.78867 0.08890 -2.98281 0.92 2.07 0.52
N -1.52444 1.50026 1.64905 1.57 0.17 0.55
O 1.91907 -1.22952 0.40697 -0.14 0.39 -1.19
Cl 1.34648 2.07893 -1.16131 0.62 -0.50 -0.30
H -1.59075 2.00156 -0.83957 1.01 -1.20 -0.80
H 1.55003 -0.32600 -2.03162 -0.45 1.41 0.47
H 1.99551 -0.93689 2.39207 0.49 2.75 1.86
H 3.19552 -2.14877 1.71131 0.42 0.41 0.00
H 1.46774 -2.43764 2.15200 1.18 0.72 -1.48
H -1.14144 0.99735 -3.23120 -0.21 -0.13 -0.94
H -1.24435 -0.69575 -3.40387 -0.42 -0.55 0.75
H -2.33425 2.05058 1.51317 -0.96 0.32 -1.03
H -1.09920 1.78644 2.53185 0.26 -0.90 -0.19
```
Positions in Å, forces in eV/Å.

Computed properties:
- E_LUMO (eV) = -4.949
- E (Ha) = -1042.89965
- 2S+1 = 1
- structure (SMILES) = COC1=NC(=[NH2+])[C@H](C#N)N(N)[C@H]1Cl
- net charge = +1